{"formula": "C8H24GaNO4P", "method": "the ωB97M-V functional and the def2-TZVPD basis", "total_charge": -1, "fmax_ev_per_a": 4.8, "energy_ev": -80032.2517, "homo_energy_ev": -4.063, "mol_weight_g_mol": 298.98, "elements": ["C", "C", "N", "Ga", "H", "H", "H", "H", "H", "H", "H", "H", "H", "O", "P", "O", "C", "C", "O", "C", "C", "O", "C", "C", "H", "H", "H", "H", "H", "H", "H", "H", "H", "H", "H", "H", "H", "H", "H"], "coordinates": [[-0.34278, 2.63125, 5.87243], [-0.01432, 1.87908, 4.56123], [-0.25913, 0.42934, 4.66551], [1.33573, -0.50960, 3.96979], [-0.77026, 1.95160, 6.60608], [0.53903, 3.13054, 6.27803], [-1.07884, 3.41650, 5.66486], [-0.56138, 2.31554, 3.71747], [1.04769, 2.05924, 4.34782], [-0.95701, 0.20231, 3.96374], [1.56578, 0.11265, 2.47032], [1.03565, -2.09424, 3.93024], [2.59834, -0.12904, 4.89199], [1.10273, -0.68952, -4.17386], [0.35145, -0.40213, -2.94498], [0.42397, -1.63278, -1.92857], [1.70098, -2.14011, -1.51082], [2.48517, -1.13983, -0.68455], [-1.21438, -0.56523, -3.38822], [-1.61733, -0.26004, -4.71813], [-1.98567, -1.52930, -5.45671], [0.18078, 0.83978, -2.00576], [-0.97647, 1.13554, -1.19873], [-1.00577, 0.34522, 0.08670], [2.27047, -2.45338, -2.38978], [1.49347, -3.02894, -0.91712], [2.76117, -0.26702, -1.28431], [3.39914, -1.59598, -0.30454], [1.89749, -0.78379, 0.16169], [-0.83432, 0.27910, -5.25219], [-2.48715, 0.39961, -4.64909], [-1.16063, -2.24063, -5.42809], [-2.23246, -1.31723, -6.49889], [-2.84449, -2.00824, -4.98387], [-1.90033, 1.03161, -1.76336], [-0.88665, 2.19691, -0.96445], [-1.29891, -0.69010, -0.08584], [-1.73184, 0.78179, 0.77394], [-0.02892, 0.33952, 0.57003]]}

---

{"formula": "C8H24IN4O4", "method": "the ωB97M-V functional and the def2-TZVPD basis", "total_charge": -1, "de_lowest_ev": 3.1090, "fmax_ev_per_a": 8.1, "energy_ev": -30938.8340, "homo_energy_ev": -3.777, "mol_weight_g_mol": 367.21, "elements": ["I", "C", "C", "C", "O", "H", "H", "H", "H", "H", "H", "H", "H", "C", "C", "C", "O", "H", "H", "H", "H", "H", "H", "H", "H", "C", "O", "N", "N", "H", "H", "H", "H", "C", "O", "N", "N", "H", "H", "H", "H"], "coordinates": [[-15.93684, -27.61181, -24.94833], [-19.67783, -21.90234, -28.75452], [-20.91614, -22.76665, -28.38571], [-22.01469, -22.48249, -29.39145], [-20.36072, -24.08953, -28.67617], [-19.94667, -20.86743, -28.54288], [-19.41750, -22.09859, -29.79462], [-18.70653, -22.21881, -28.37435], [-21.20826, -22.62251, -27.34552], [-22.22000, -21.42148, -29.24932], [-22.96782, -22.95810, -29.16030], [-21.75298, -22.70132, -30.42669], [-19.48253, -24.15148, -28.29336], [-20.67394, -23.67306, -20.39689], [-19.58401, -22.52877, -20.19197], [-19.56238, -22.08447, -18.69871], [-18.27779, -22.92288, -20.57568], [-20.62367, -24.14536, -21.37797], [-21.64194, -23.19269, -20.25434], [-20.61768, -24.45516, -19.63975], [-19.93522, -21.71748, -20.82959], [-20.32707, -21.33430, -18.49720], [-18.62277, -21.57087, -18.49512], [-19.63911, -22.95612, -18.04878], [-18.32925, -23.59620, -21.25802], [-23.83240, -29.75191, -24.12463], [-24.72836, -30.34566, -23.62685], [-22.59300, -30.02223, -23.79718], [-23.94866, -28.98070, -25.11300], [-22.31637, -30.57478, -22.99826], [-21.88122, -29.36868, -24.09102], [-23.21176, -28.51400, -25.62218], [-24.85625, -28.78882, -25.51246], [-10.41846, -25.20040, -28.80457], [-9.23814, -24.81587, -29.08801], [-11.31814, -24.51871, -28.15371], [-11.05325, -26.26261, -29.24929], [-11.08659, -23.67146, -27.65505], [-12.24795, -24.89130, -28.02439], [-11.96689, -26.54145, -28.92125], [-10.52327, -26.87200, -29.85582]]}

---

{"formula": "C8H24LiN2O3", "method": "the ωB97M-V functional and the def2-TZVPD basis", "total_charge": 1, "de_lowest_ev": 0.6869, "fmax_ev_per_a": 1.9, "energy_ev": -18009.0886, "homo_energy_ev": -12.441, "mol_weight_g_mol": 203.23, "elements": ["Li", "O", "H", "H", "C", "C", "C", "O", "C", "N", "H", "H", "H", "H", "H", "H", "H", "H", "H", "H", "H", "C", "C", "C", "O", "C", "N", "H", "H", "H", "H", "H", "H", "H", "H", "H", "H", "H"], "coordinates": [[26.26379, -0.83163, 1.80980], [28.03540, -0.06217, 2.25949], [28.75616, -0.48261, 2.74361], [28.34963, 0.83174, 2.07613], [22.88524, 1.22390, 0.76806], [24.19136, 0.74178, 1.39548], [23.91204, -0.04926, 2.66804], [25.05737, -0.56259, 3.34901], [24.77541, -1.19111, 4.59039], [25.02259, 0.01388, 0.40758], [22.38579, 1.95781, 1.40144], [22.18449, 0.39575, 0.62423], [23.06150, 1.66667, -0.21071], [24.73089, 1.64878, 1.69133], [23.22873, -0.86203, 2.37911], [23.38826, 0.58793, 3.38553], [24.05060, -1.99443, 4.43060], [24.31719, -0.52170, 5.32159], [25.72847, -1.56252, 4.95131], [25.24435, 0.65662, -0.34369], [24.42996, -0.71104, 0.00584], [27.93524, -2.51401, -0.17134], [26.81327, -3.38795, 0.36850], [27.13029, -4.87355, 0.46419], [27.47272, -5.36237, -0.79464], [27.64310, -6.76962, -0.85078], [26.30071, -2.87242, 1.66570], [28.21939, -2.85109, -1.16757], [28.84447, -2.66500, 0.42380], [27.68157, -1.45687, -0.18547], [25.99557, -3.32736, -0.36275], [26.26789, -5.40472, 0.88668], [27.98826, -4.96890, 1.15595], [27.56858, -7.16610, -1.85809], [27.03759, -7.37647, -0.17219], [28.67775, -6.93206, -0.51113], [27.10489, -3.07872, 2.27119], [25.60526, -3.56964, 1.92975]]}

---

{"formula": "C8H24MnN2P2", "method": "the ωB97M-V functional and the def2-TZVPD basis", "total_charge": 3, "fmax_ev_per_a": 1.6, "energy_ev": -61536.2764, "spin_multiplicity": 5, "homo_energy_ev": [-21.222, -21.365], "mol_weight_g_mol": 265.18, "elements": ["Mn", "C", "P", "C", "C", "C", "P", "C", "C", "H", "H", "H", "H", "H", "H", "H", "H", "H", "H", "H", "H", "H", "H", "H", "H", "N", "C", "C", "N", "H", "H", "H", "H", "H", "H", "H", "H"], "coordinates": [[0.05099, -0.38357, 0.52473], [3.01358, -1.85525, 0.86081], [1.62329, -1.93861, -0.30103], [2.30657, -1.91124, -1.97500], [0.76632, -3.54295, -0.04078], [-0.63403, -3.51198, -0.66439], [-1.50225, -1.93089, -0.27815], [-1.86139, -1.03254, -1.83245], [-3.09540, -2.32010, 0.47423], [3.60084, -0.94936, 0.70018], [3.66741, -2.71430, 0.68104], [2.67487, -1.90050, 1.89735], [2.87497, -0.99444, -2.13936], [1.53399, -1.99140, -2.73973], [2.98862, -2.76101, -2.06501], [0.70377, -3.71024, 1.03816], [1.36747, -4.35313, -0.46041], [-1.24083, -4.33184, -0.27572], [-0.58756, -3.62094, -1.74982], [-2.07707, -1.74958, -2.62860], [-1.02393, -0.41033, -2.15976], [-2.74428, -0.40404, -1.70185], [-3.64855, -2.90543, -0.26766], [-3.66272, -1.41517, 0.69481], [-2.98126, -2.91250, 1.38235], [-0.61161, 0.29484, 2.41303], [-0.59415, 1.79577, 2.33371], [0.60616, 2.25188, 1.52364], [0.54980, 1.63403, 0.15453], [-1.48526, -0.00140, 2.84563], [0.10850, 0.00660, 3.08020], [-0.56026, 2.24988, 3.32399], [-1.52226, 2.12487, 1.86197], [1.54108, 1.94857, 2.00060], [0.61297, 3.34086, 1.47022], [1.36982, 1.92630, -0.37465], [-0.24048, 2.05033, -0.34254]]}